(1)
This record from the Open Molecules 2025 dataset describes one molecule with the formula C22H20ClN3O3S in a non-equilibrium geometry. The level of theory is the ωB97M-V functional and the def2-TZVPD basis.

Its energy relative to the best compared isomer or geometry (same formula, charge and spin) is 3.5 kcal/mol. Its LUMO energy is 0.316 eV. As for the SMILES: COc1ccc(-c2[nH]c3ncc(Cl)cc3c2-c2cccc(CNS(C)(=O)=O)c2)cc1. The value obtained for the electronic energy is -2098.70058 a.u.

Last column: natural (NBO) charge in e.
Atoms and positions in Å:
C 3.0321 6.1932 1.1644  -0.2602
O 1.8094 5.4775 0.9625  -0.4849
C 1.8332 4.1440 1.2365  0.2891
C 0.6360 3.4544 1.0392  -0.2337
C 0.5268 2.0681 1.2187  -0.1708
C 1.6576 1.3469 1.6187  -0.1203
C 1.5703 -0.1138 1.7675  0.1798
N 1.8516 -0.8383 2.8957  -0.5230
C 1.5963 -2.1623 2.6910  0.3352
N 1.7535 -3.1786 3.5338  -0.4165
C 1.4803 -4.4412 3.0375  0.0036
C 0.8945 -4.6850 1.7868  -0.1128
Cl 0.3579 -6.2322 1.2405  0.0166
C 0.7375 -3.5904 0.9227  -0.1711
C 1.1177 -2.3509 1.3901  -0.1191
C 1.1400 -1.0201 0.8019  -0.0583
C 0.6495 -0.6611 -0.5573  -0.0713
C 1.3505 0.2371 -1.3369  -0.1464
C 0.8991 0.6333 -2.5984  -0.2210
C -0.3192 0.1335 -3.0504  -0.2085
C -1.0748 -0.8106 -2.3147  -0.0332
C -2.4035 -1.3031 -2.8166  -0.2603
N -3.4257 -0.8318 -1.8930  -0.8428
S -5.0020 -1.0514 -2.4893  2.2447
C -5.4215 -2.5952 -1.7026  -0.8742
O -5.0157 -1.1417 -3.9534  -0.9331
O -5.8821 -0.0048 -1.9743  -0.9358
C -0.5546 -1.2162 -1.0542  -0.2005
C 2.8994 1.9722 1.8483  -0.1872
C 2.9569 3.3851 1.6562  -0.2557
H 3.3405 6.1658 2.2276  0.1806
H 2.9094 7.2359 0.8094  0.2077
H 3.8681 5.7558 0.5999  0.1782
H -0.2518 3.9946 0.7267  0.2263
H -0.4403 1.5689 0.9936  0.2357
H 2.1451 -0.4763 3.7747  0.4226
H 1.6529 -5.2802 3.7307  0.2084
H 0.4003 -3.7838 -0.0793  0.2304
H 2.3283 0.6014 -1.0448  0.2120
H 1.4078 1.3865 -3.1877  0.2194
H -0.7209 0.4699 -4.0108  0.2103
H -2.3919 -2.3876 -2.9266  0.2138
H -2.5673 -0.8146 -3.8061  0.2150
H -3.3470 0.1828 -1.7316  0.4080
H -4.7361 -3.3754 -2.0366  0.2414
H -6.4141 -2.8226 -2.0292  0.2520
H -5.3905 -2.5323 -0.5903  0.2602
H -1.1133 -1.9471 -0.4803  0.2165
H 3.7870 1.3855 2.1492  0.2258
H 3.8830 3.8559 1.8408  0.2074

(2)
This record from the Open Molecules 2025 dataset describes C22H20DyN6O4S2 as an isolated structure in a non-equilibrium geometry. The level of theory is the ωB97M-V functional and the def2-TZVPD basis.

Its LUMO energy (alpha / beta) is -2.357 / -2.357 eV. The value obtained for the electronic energy is -3161.14566 a.u. As for the spin multiplicity: 6. As for the expectation value of S²: 9.3302. As for the net charge: +1.

Last column: Löwdin spin population.
Atoms and positions in Å:
Dy -0.5689 0.6970 0.2443  5.0661
C -0.8695 -2.7619 -7.4674  0.0000
C -0.7539 -2.0357 -6.1696  0.0001
C -1.8207 -1.2954 -5.6674  0.0000
C -1.6958 -0.6060 -4.4728  0.0001
C -0.4928 -0.6665 -3.7938  0.0003
C 0.5788 -1.4112 -4.2584  0.0000
C 0.4432 -2.0904 -5.4530  0.0000
S -0.4037 -0.0391 -2.1481  -0.0029
O -1.5294 0.8823 -1.8376  -0.0077
O 0.8490 0.6315 -1.8120  -0.0096
N -0.4778 -1.2792 -1.1541  -0.0050
C -1.7077 -1.7178 -0.7210  -0.0005
C -2.2190 -2.9581 -1.1226  0.0005
C -3.4498 -3.3655 -0.6549  0.0002
C -4.1559 -2.5211 0.1989  0.0002
C -3.5916 -1.3149 0.5640  0.0002
N -2.3935 -0.8977 0.1252  -0.0059
H -1.8417 -2.5970 -7.9212  0.0000
H -0.7332 -3.8305 -7.3137  0.0000
H -0.0926 -2.4209 -8.1505  0.0000
H -2.7542 -1.2710 -6.2125  0.0000
H -2.5025 -0.0217 -4.0589  0.0000
H 1.4857 -1.4346 -3.6756  -0.0001
H 1.2647 -2.6770 -5.8369  0.0000
H -1.6183 -3.5717 -1.7780  0.0000
H -3.8567 -4.3172 -0.9637  0.0000
H -5.1260 -2.7991 0.5771  0.0000
H -4.1070 -0.6449 1.2455  0.0001
N 3.6224 0.5804 7.4566  0.0001
C 2.8285 0.5383 6.3657  0.0001
C 2.3639 1.7392 5.7967  0.0000
C 1.5838 1.7186 4.6668  0.0000
C 1.2469 0.4971 4.0976  -0.0003
C 1.6560 -0.7041 4.6565  0.0000
C 2.4341 -0.6834 5.7921  0.0000
S 0.4828 0.5374 2.5219  -0.0040
O 0.2492 -0.7911 1.9492  -0.0101
O -0.8071 1.2807 2.4796  -0.0046
N 1.4323 1.2613 1.4634  -0.0094
C 1.3232 2.5914 1.2128  -0.0012
N 2.1370 3.4690 1.7813  -0.0001
C 2.0931 4.7226 1.3702  0.0004
C 1.2219 5.1475 0.3758  0.0000
C 0.3366 4.2021 -0.1192  0.0003
N 0.3421 2.9386 0.3096  -0.0071
H 3.9446 1.4697 7.7935  0.0000
H 4.0256 -0.2523 7.8469  0.0000
H 2.6355 2.6761 6.2573  0.0000
H 1.2442 2.6277 4.1985  0.0000
H 1.3748 -1.6282 4.1781  0.0000
H 2.7605 -1.6077 6.2415  0.0000
H 2.7931 5.3890 1.8571  0.0000
H 1.2144 6.1618 0.0186  0.0000
H -0.3985 4.4536 -0.8795  0.0001

(3)
This record from the Open Molecules 2025 dataset describes C22H20F2N4O2PS3SbTc as an isolated structure in a non-equilibrium geometry. The level of theory is the ωB97M-V functional and the def2-TZVPD basis.

Its energy relative to the best compared isomer or geometry (same formula, charge and spin) is 37.5 kcal/mol. Its LUMO energy (alpha / beta) is -4.508 / -4.510 eV. The value obtained for the electronic energy is -3276.33738 a.u. As for the net charge: +1.

Last column: natural (NBO) charge in e.
Atoms and positions in Å:
Tc 0.6097 0.9564 1.0121  0.2925
S 1.9383 -0.6270 5.2490  -0.8181
Sb 3.1403 -0.6495 3.3389  0.9305
S 1.2490 -1.6601 1.9850  -0.0451
S 2.2779 1.6457 2.5058  0.4429
F -1.2778 5.9277 1.8221  -0.3064
C -1.0279 4.9586 0.9326  0.4491
C -0.4295 3.7930 1.3701  -0.3756
C -0.1623 2.7888 0.4350  -0.0713
C -0.5054 2.9849 -0.9012  -0.2144
C -1.1180 4.1748 -1.2820  0.4447
F -1.4656 4.3557 -2.5681  -0.3154
C -1.3895 5.1828 -0.3866  -0.3749
C -0.2107 1.8225 -1.7266  0.1380
C -0.6838 1.5631 -2.9609  -0.2614
C -0.5192 0.2489 -3.5605  -0.2364
C 0.2684 -0.6459 -2.9699  -0.1546
C 1.0607 -0.2444 -1.7647  -0.1203
N 0.4773 0.8460 -0.9651  -0.4327
H -0.1710 3.6974 2.4151  0.2510
H -1.8479 6.1093 -0.6998  0.2612
H -1.2342 2.3312 -3.4816  0.2514
H -1.0426 0.0159 -4.4777  0.2351
H 0.4384 -1.6311 -3.3833  0.2361
H 2.0146 0.1520 -2.1634  0.2530
N 3.7709 -7.4797 -2.6219  -0.2653
C 3.3810 -6.4427 -2.3209  0.2586
C 2.8921 -5.1454 -1.9414  -0.1619
C 1.5199 -4.9214 -1.8560  -0.1688
C 1.0518 -3.6717 -1.4891  -0.1461
C 1.9442 -2.6424 -1.2008  -0.0864
C 3.3140 -2.8750 -1.2874  -0.1482
C 3.7914 -4.1208 -1.6575  -0.1538
C 1.4333 -1.3138 -0.7929  -0.0739
C 1.2284 -0.8881 0.4429  -0.2012
H 0.8312 -5.7262 -2.0722  0.2375
H -0.0140 -3.4973 -1.4088  0.2169
H 4.0094 -2.0763 -1.0616  0.2175
H 4.8543 -4.3061 -1.7247  0.2375
N -1.1042 -0.4107 4.1895  -0.7334
C -1.9017 0.5467 3.3745  -0.5830
P -1.5471 0.2384 1.5878  1.5814
O -1.9768 -1.1621 1.2360  -1.1455
O 0.7232 1.5416 2.9418  -0.8333
C -2.8950 1.2362 0.7639  -0.5702
N -2.9719 0.5640 -0.5785  -0.7047
H -1.4902 -0.5189 5.1286  0.4383
H -0.0994 -0.1189 4.3316  0.4955
H -1.0772 -1.3339 3.7406  0.4533
H -1.6380 1.5578 3.6773  0.2664
H -2.9595 0.3575 3.5549  0.2392
H -2.7069 2.2994 0.6367  0.2634
H -3.8420 1.0605 1.2725  0.2365
H -2.2135 0.8766 -1.2080  0.4620
H -3.8628 0.7234 -1.0482  0.4382
H -2.8337 -0.4471 -0.3830  0.4749

(4)
This record from the Open Molecules 2025 dataset describes C22H20FeN4O2S as an isolated structure. The level of theory is the ωB97M-V functional and the def2-TZVPD basis.

Its energy relative to the best compared isomer or geometry (same formula, charge and spin) is 13.8 kcal/mol. Its LUMO energy (alpha / beta) is -3.046 / -2.957 eV. The value obtained for the electronic energy is -2881.53905 a.u. As for the spin multiplicity: 2. As for the expectation value of S²: 0.8414. As for the net charge: +1.

Last column: Löwdin spin population.
Atoms and positions in Å:
Fe -0.0319 -0.2956 -0.4815  1.2349
C -3.8261 -1.9936 0.5516  -0.0008
C -3.7053 -3.2679 0.0097  0.0067
C -2.5049 -3.6505 -0.5537  -0.0015
C -1.4467 -2.7484 -0.6030  0.0043
N -1.6119 -1.4807 -0.1683  -0.0190
C -2.7517 -1.1394 0.4452  0.0029
C -0.0766 -3.0627 -1.0100  -0.0048
C 0.3294 -4.3339 -1.4065  -0.0021
C 1.6664 -4.5684 -1.6819  0.0032
C 2.5851 -3.5369 -1.5482  -0.0018
C 2.1692 -2.2670 -1.1601  -0.0036
C 0.8340 -2.0052 -0.8955  -0.0570
H -4.7257 -1.6698 1.0538  -0.0002
H -4.5313 -3.9649 0.0583  0.0004
H -2.3723 -4.6519 -0.9342  -0.0003
H -2.7839 -0.1520 0.8833  -0.0003
H -0.3805 -5.1469 -1.4899  -0.0005
H 1.9933 -5.5536 -1.9859  0.0002
H 3.6339 -3.7167 -1.7478  -0.0004
H 2.9114 -1.4846 -1.0624  -0.0007
C 4.1913 2.3281 -1.3197  0.0002
N 2.9738 2.7733 -0.6600  -0.0016
C 2.8760 3.8174 0.2405  -0.0004
C 1.6048 3.8790 0.6511  -0.0006
N 0.9069 2.8583 -0.0019  -0.0013
C 1.7801 2.1752 -0.8077  0.0002
S 1.5623 0.8100 -1.7838  -0.0009
C -0.4960 2.7312 0.0032  -0.0015
C -1.2791 3.7527 0.5290  -0.0002
C -2.6472 3.6988 0.3562  -0.0008
C -3.1966 2.6492 -0.3652  -0.0002
C -2.3486 1.6503 -0.7878  0.0006
N -1.0263 1.6510 -0.5649  -0.0038
H 5.0008 2.9885 -1.0226  0.0000
H 4.0680 2.3637 -2.3995  0.0001
H 4.4165 1.3060 -1.0211  0.0001
H 3.7256 4.4162 0.5151  0.0000
H 1.1498 4.5555 1.3474  0.0000
H -0.8397 4.5985 1.0329  0.0000
H -3.2707 4.4888 0.7521  0.0000
H -4.2537 2.5937 -0.5799  0.0000
H -2.7271 0.7944 -1.3311  0.0008
C 0.1818 -0.4360 3.7018  -0.0080
O -0.4546 -0.4797 2.4042  -0.0200
C 0.3035 -0.1654 1.3703  -0.0938
O 1.4532 0.1871 1.4247  -0.0260
H -0.6250 -0.4528 4.4261  -0.0004
H 0.7780 0.4679 3.7999  -0.0008
H 0.8185 -1.3104 3.8179  -0.0009

(5)
This record from the Open Molecules 2025 dataset describes C22H20GaO3PS3 as an isolated structure. The level of theory is the ωB97M-V functional and the def2-TZVPD basis.

Its energy relative to the best compared isomer or geometry (same formula, charge and spin) is 5.9 kcal/mol. Its LUMO energy is 0.067 eV. The value obtained for the electronic energy is -4536.85225 a.u.

Last column: natural (NBO) charge in e.
Atoms and positions in Å:
Ga 1.5866 0.8218 -1.3414  1.2837
O -0.1115 1.6919 -2.1724  -0.9933
S -0.2889 0.6014 -3.1814  2.3914
O -0.4467 1.0029 -4.5370  -0.9019
O 0.8663 -0.3122 -2.8902  -0.9990
C -1.7394 -0.2998 -2.6981  -0.2506
C -2.6916 -0.5808 -3.6640  -0.1916
C -3.8088 -1.3248 -3.3178  -0.1956
C -3.9589 -1.7848 -2.0176  -0.1883
C -2.9990 -1.4951 -1.0585  -0.1834
C -1.8765 -0.7401 -1.3815  -0.3419
P -0.6185 -0.3213 -0.1172  0.9193
C -0.4801 -1.8576 0.8457  -0.3513
C -1.2603 -2.1451 1.9640  -0.2267
C -1.1070 -3.3540 2.6256  -0.1550
C -0.1764 -4.2810 2.1758  -0.2143
C 0.6088 -3.9973 1.0679  -0.1931
C 0.4628 -2.7860 0.4092  -0.1880
C -1.4944 0.8376 0.9747  -0.3794
C -2.6948 1.4509 0.6333  -0.1444
C -3.2650 2.3895 1.4833  -0.2109
C -2.6421 2.7204 2.6761  -0.2012
C -1.4368 2.1200 3.0168  -0.2060
C -0.8596 1.1912 2.1677  -0.1905
H -2.5445 -0.2183 -4.6718  0.2508
H -4.5567 -1.5491 -4.0662  0.2246
H -4.8258 -2.3723 -1.7452  0.2224
H -3.1233 -1.8617 -0.0473  0.2278
H -1.9799 -1.4199 2.3236  0.2246
H -1.7136 -3.5718 3.4950  0.2095
H -0.0578 -5.2227 2.6958  0.2171
H 1.3435 -4.7126 0.7228  0.2195
H 1.0889 -2.5551 -0.4458  0.2275
H -3.1891 1.2060 -0.2978  0.2119
H -4.1981 2.8629 1.2070  0.2158
H -3.0896 3.4508 3.3374  0.2172
H -0.9386 2.3834 3.9406  0.2192
H 0.0927 0.7434 2.4273  0.2313
C 5.0039 1.4352 1.4425  -0.6410
C 4.0458 1.4051 0.2713  -0.1999
S 2.5565 0.5048 0.6098  -0.2590
C 4.2981 2.0002 -0.9030  -0.1505
C 5.5714 2.7580 -1.1657  -0.6421
S 3.2116 1.9960 -2.3026  -0.2366
H 4.5921 0.8879 2.2883  0.2218
H 5.1966 2.4568 1.7745  0.2190
H 5.9602 0.9747 1.1884  0.2193
H 6.2301 2.7618 -0.3009  0.2157
H 5.3483 3.7925 -1.4338  0.2234
H 6.1094 2.3164 -2.0070  0.2231